# 1
A molecular structure, C14H23Cl2EuO2P2 in a non-equilibrium geometry. Source: OMol25; level of theory: the ωB97M-V functional and the def2-TZVPD basis.

Structure (XYZ):
```
44
C14H23Cl2EuO2P2 the ωB97M-V functional and the def2-TZVPD basis
C -4.8936 -2.0220 -0.9178
H 4.4705 -0.2094 -1.3150
H 4.5213 0.5037 0.3068
Cl 1.7321 -1.9522 -3.3614
C 1.7032 -0.9655 0.0124
H -3.0290 -4.0923 -2.9200
H 1.0075 3.2762 4.1422
H 2.5517 0.9610 -3.3708
H -1.2694 0.1540 2.6248
Cl -0.3778 2.8364 0.8545
H -2.6575 0.4957 1.5086
C 4.3391 0.7223 -0.7542
C -2.5281 -1.8026 -0.4187
C 0.5364 2.3622 2.2254
P -1.1088 -1.1223 0.5331
C -3.2665 -3.3542 -2.1440
O 1.1880 1.3346 2.2516
C -1.9903 -0.2880 1.9124
H 5.0828 1.4587 -1.0958
H -5.4042 -3.4677 -2.4448
H 3.0604 2.8358 0.9243
H 0.1712 -2.2657 2.2231
C -0.5716 -2.6022 1.4786
P 2.6375 1.3638 -0.9396
H -0.6569 3.3522 3.6060
H -4.1080 -0.6834 0.5756
C -4.5924 -2.9753 -1.8986
H 0.5840 4.3688 2.8506
H -5.9292 -1.7297 -0.7252
C -2.2301 -2.7643 -1.4092
C -3.8649 -1.4435 -0.1663
Eu 0.3005 -0.3499 -2.0294
H -1.4495 -3.0249 2.0025
O 2.4187 -1.6834 0.5782
H 2.1189 3.6475 -0.3685
H -2.5844 -1.0633 2.4334
C 0.3740 3.3884 3.2769
H 1.8473 2.5561 -2.8473
H 3.8889 3.4303 -0.5538
C 2.9641 2.9836 -0.1592
H -0.1117 -3.3413 0.7996
H 3.6326 2.3469 -2.9247
H -1.1837 -3.0179 -1.6444
C 2.6768 1.8427 -2.7119
```

Values from the calculation:
HOMO energy (alpha / beta) = -15.321 / -15.377 eV
LUMO energy (alpha / beta) = -10.3 / -7.2 eV
Total charge = +2
2S+1 = 7
HOMO-LUMO gap (alpha / beta) = 4.982 / 8.138 eV


# 2
A molecular structure, C30H32AsBrCoN2O2. Source: OMol25; level of theory: the ωB97M-V functional and the def2-TZVPD basis.

Structure (XYZ):
```
69
C30H32AsBrCoN2O2 the ωB97M-V functional and the def2-TZVPD basis
H -2.5257 -2.0351 0.1870
C 2.4875 -2.3198 -3.8531
H 0.3349 2.4014 -1.2360
Br 0.4901 -0.9305 3.2607
C -1.6213 -2.0518 -2.4347
H -2.3696 0.6153 -3.4889
C -0.9303 -3.5819 2.6350
H -2.6520 -1.7026 -2.4915
H -1.5244 -2.7782 -1.6378
H 1.5099 -2.3735 -7.0944
H -1.2711 -0.3206 -4.5240
C 2.4164 -0.0834 -4.7714
C -2.0667 -2.9017 2.1568
H -2.5568 1.3269 0.3559
C -0.4082 -2.7254 0.5834
H 2.5758 -1.1959 9.1596
C 1.1121 1.4356 4.7442
C -2.1161 2.3840 -1.4332
H 3.5150 -1.8505 6.9666
C -2.9573 4.1489 -3.4167
C 2.6815 -0.9313 -3.6714
C -3.9033 3.4469 -2.6765
C 2.0727 -2.8261 -5.0678
C -1.6076 3.9819 -3.1665
O 0.1634 2.9402 -2.0302
H 1.8062 0.0681 -6.8122
C 1.8297 -1.9723 -6.1421
C -1.7726 -2.3678 0.8882
N -0.5669 1.9986 0.3432
Co -0.5526 -0.6449 1.0802
H -4.9593 3.5780 -2.8644
N -0.2481 1.1999 1.4163
H -0.8029 1.3024 -4.0007
O -1.4194 0.0939 -0.6953
C 2.4326 -0.3567 5.8833
H 1.1335 2.5212 4.8062
H -0.8561 4.5177 -3.7295
C -3.4708 2.5836 -1.6866
H 0.4957 2.8105 2.4827
H 2.6619 -2.9838 -3.0154
H 3.2209 0.6553 -2.2974
H 3.2641 -1.0545 -1.5837
As -0.4524 -0.5066 -2.1972
H 1.9308 -3.8927 -5.1845
C 0.6917 0.9296 3.5868
H -4.1926 2.0333 -1.0949
H 0.3223 1.9019 7.2557
C 2.0030 -0.5989 -5.9826
H -0.8435 -4.0680 3.5970
H -0.6838 2.9834 0.5795
C 0.0824 -3.4861 1.6807
C -1.7175 1.4311 -0.3415
C 1.5253 0.6976 5.9514
H 0.9838 0.6931 9.2989
C 2.2857 -0.6632 8.2637
H 0.0894 -2.6951 -0.3766
H -1.3425 -2.5164 -3.3828
H 2.8502 -0.6407 4.9259
H -3.2740 4.8370 -4.1891
H 1.0718 -3.9115 1.7530
C 1.3917 0.3956 8.3421
C -1.1816 3.0960 -2.1825
C 1.0197 1.0756 7.1937
C 0.3049 1.7388 2.4474
C 2.8090 -1.0335 7.0330
H -3.0110 -2.7986 2.6714
C 3.0823 -0.4078 -2.4287
C -1.3248 0.3986 -3.7046
H 2.5348 0.9858 -4.6432
```

Values from the calculation:
HOMO energy (alpha / beta) = -5.970 / -5.968 eV
LUMO energy (alpha / beta) = -0.2 / -0.5 eV
Total charge = 0
ΔE to the lowest compared entry with this formula, charge and spin = 377.1 kJ/mol
2S+1 = 2
HOMO-LUMO gap (alpha / beta) = 5.768 / 5.495 eV


# 3
5 unconnected molecules or ions with the total composition C37H90N14O5P4 in a non-equilibrium geometry. Source: OMol25; level of theory: the ωB97M-V functional and the def2-TZVPD basis.

Structure (XYZ):
```
150
C37H90N14O5P4 the ωB97M-V functional and the def2-TZVPD basis
H 0.2942 1.5689 5.3958
C 1.1556 -10.4265 -1.4909
H -2.5295 -0.4056 -2.9423
P 1.0257 -8.4367 0.2593
H -1.9496 -8.5036 1.3205
C -0.9532 0.3897 2.9518
N 5.6517 6.2566 6.4825
H -1.7223 -7.4146 -0.0686
C 0.3740 1.6036 -9.5926
N 0.3421 -1.1770 -3.9113
C 6.7721 7.0195 5.9743
C -0.2360 -3.9670 -2.0333
C 3.9945 7.4093 3.9846
H 0.6574 -8.6751 3.4851
C 5.8715 3.0857 4.7447
H -6.1781 4.8420 3.5806
N -0.8367 2.0211 -7.0151
C -0.1507 -2.1935 -4.8171
H 1.9198 0.2326 -3.8693
H 2.2274 1.7471 -7.6080
C 2.1320 2.5673 -8.3311
C -2.0445 4.0481 -9.6575
H 1.4385 -6.1078 1.6274
H 7.0882 7.7683 6.7083
H 5.6940 4.7024 2.6176
H 4.9964 7.8016 3.8047
H -3.0252 4.4895 -9.8625
H -3.4911 5.0927 -7.6811
N 0.6982 -2.8527 -2.1451
H 5.1124 5.3091 8.2962
N 0.2844 -9.7695 -0.5168
N 4.0256 5.9578 4.1397
H 2.4068 -1.4044 -4.3371
H -3.1238 0.9054 2.4350
H 0.3274 0.6620 -9.0302
H 1.3994 -2.9409 -0.1352
H 1.5214 -0.3529 -5.4725
H -1.4179 -10.3026 0.6303
H -2.5748 -2.1653 -3.2070
H 3.4539 -9.4008 1.1531
H -2.9395 -0.0766 3.9469
H 6.7532 4.9481 7.7362
H -2.2003 5.0709 -6.4828
H 2.5024 3.4792 -7.8543
C -2.4643 0.7935 3.3580
O -0.1123 0.3783 -2.1848
H -0.7216 -1.0713 0.3525
P 0.2346 -1.1246 -2.2037
H -1.8909 1.5643 5.2860
H 0.2123 1.9311 2.0056
H -2.1493 0.3833 -7.0168
H -8.6675 0.8004 1.5637
C 5.9920 5.7357 7.8061
O -0.4378 -0.7318 2.7327
H -2.0877 3.0631 -10.1244
H -2.9700 1.9488 -7.0442
H -2.0086 6.0405 -7.9536
H 0.9615 -10.4164 3.4898
N 1.4016 -9.4907 1.6578
C -1.4976 -7.5670 0.9908
H 1.8964 5.8617 4.2656
H 6.3612 6.5268 8.4650
H -1.1745 -2.4891 -4.6019
H 0.5785 -11.0045 -2.2184
O 0.7821 -7.4932 -0.9354
H -3.9460 4.3183 2.7965
H 7.3609 4.5083 3.1730
H 5.6780 2.7284 5.7621
C -7.7260 0.4868 5.1605
H -0.1797 -1.8092 -5.8427
H 0.2176 3.2467 5.7028
H 1.1041 1.4671 -10.3975
C -4.2944 3.4867 3.4943
H 3.5617 7.9170 4.8512
C -2.5093 -1.3824 -2.4499
C 0.3561 -6.1626 1.4620
C -8.1901 1.0192 2.5793
H -0.1049 -11.4932 0.6659
H -0.8956 0.9808 -5.1545
H -9.0072 -0.8499 3.7553
H -5.6104 4.2843 5.2361
P 4.5663 5.2518 5.6212
C -6.6738 2.6354 4.0255
C 2.7303 5.4207 3.7086
H 0.2422 2.3200 -5.2193
N -1.3274 -1.5671 -1.6134
H 7.6440 6.3909 5.7521
H -3.8848 2.6773 5.5385
N -0.0644 -7.5561 1.2699
C 0.6037 -9.5825 2.8751
H -2.0211 -6.7955 1.5645
H 3.1349 -10.1213 2.7253
H -0.7202 -4.0145 -1.0526
H -7.1455 2.9768 1.7250
H 0.4773 -3.0934 -4.8227
C 6.3991 4.9782 3.4083
C 2.8136 -9.3311 2.0394
H -1.8865 0.0631 -0.3519
C -0.7514 1.9933 -5.5456
C -7.3114 2.3155 2.6482
N -0.1472 1.6149 2.9123
H 6.5793 6.0516 3.3565
H -2.1810 1.2995 -8.4956
C -1.6042 -0.9942 -0.2911
H 3.4240 7.7030 3.0977
N -1.8037 3.9318 -8.2223
C -0.6206 -10.7511 0.0430
H 2.9912 -8.3576 2.5111
H 0.1153 -5.5371 0.5961
H -1.1341 -11.2961 -0.7561
H -2.8048 4.1003 5.0322
H 1.8702 -11.0946 -0.9935
H 2.5727 5.6027 2.6389
H 2.6974 4.3348 3.8554
H 2.5649 -2.3066 -1.3125
H 6.8119 2.6280 4.4217
C -3.2711 3.1097 4.6700
H 0.2942 -4.9142 -2.1860
C -2.4014 5.0970 -7.5600
H -0.1239 -5.7335 2.3491
C -8.3812 0.1110 3.8132
C -2.0957 1.4035 -7.4141
H 6.5234 7.5911 5.0837
C 1.7735 -3.0490 -1.1599
H -0.5734 3.7273 3.5445
C -6.8443 1.7732 5.3055
H 1.7273 -9.6904 -2.0630
H -0.5759 1.7488 -10.1008
O 3.3360 5.7702 6.3923
H -4.4809 2.5588 2.8416
C 1.6085 -0.6567 -4.4248
H -2.4106 -1.5444 0.2077
N 5.9552 4.5548 4.7313
H 2.2383 -4.0344 -1.2657
H -0.4431 -9.8022 2.6677
H 5.0617 2.7268 4.0990
H -1.2868 4.6518 -10.1649
H 2.7939 2.3699 -9.1793
N 0.7439 2.7296 -8.7617
C -0.6466 2.6376 3.8749
C -2.1236 2.0662 4.2673
P -0.2172 3.5833 -7.6312
H -7.8260 -0.1650 6.0867
C -5.7251 3.9407 4.1408
H -1.0076 -3.9399 -2.8024
H -1.4942 2.6593 -5.0913
O 0.3209 4.9569 -8.0783
H -3.4302 -1.4894 -1.8676
H -6.3401 2.0551 6.2948
N 0.3660 2.5150 4.9936
```

Values from the calculation:
HOMO energy = -7.874 eV
LUMO energy = -1.2 eV
SMILES string = N[C@H]1NC(=O)C[C@@H]1CCCc1ccccc1.CN(C)P(=O)(N(C)C)N(C)C.CN(C)P(=O)(N(C)C)N(C)C.CN(C)P(=O)(N(C)C)N(C)C.CN(C)P(=O)(N(C)C)N(C)C
Total charge = 0
2S+1 = 1
HOMO-LUMO gap = 6.645 eV


# 4
C4H12BN in the gas phase in a non-equilibrium geometry. Source: OMol25; level of theory: the ωB97M-V functional and the def2-TZVPD basis.

Structure (XYZ):
```
18
C4H12BN the ωB97M-V functional and the def2-TZVPD basis
H 0.8631 3.2890 0.8011
H -1.7415 -1.0152 -0.0342
H -0.4453 -3.1288 -0.1926
H -0.6439 1.4095 1.0927
N 0.6490 -0.5206 -1.5674
H 0.7937 -1.4640 -1.9299
C -0.2223 1.5609 0.0840
H 0.6331 3.3219 -0.9321
H -1.0231 -0.6753 1.4862
C -0.8173 -1.1799 0.5561
B 0.0576 -0.1998 -0.3268
H 1.0314 0.1631 -2.1699
H -1.1561 1.9176 -0.5423
C 0.9074 2.6681 -0.0273
C -0.3885 -2.6354 0.7863
H -0.9787 -2.9057 1.6008
H 1.8089 1.9949 0.0719
H 0.6726 -2.6002 1.2433
```

Values from the calculation:
HOMO energy = -9.333 eV
LUMO energy = 0.6 eV
SMILES string = CCB(N)CC
Total charge = 0
ΔE to the lowest compared entry with this formula, charge and spin = 103.8 kJ/mol
2S+1 = 1
HOMO-LUMO gap = 9.915 eV


# 5
C20H20N4O4 in the gas phase in a non-equilibrium geometry. Source: OMol25; level of theory: the ωB97M-V functional and the def2-TZVPD basis.

Structure (XYZ):
```
48
C20H20N4O4 the ωB97M-V functional and the def2-TZVPD basis
C 2.2182 0.9341 -2.1222
H -6.8680 -1.5130 -2.9832
C 0.7346 2.0030 -0.5644
C 2.7481 0.9393 0.2262
O -4.5117 -0.0951 0.6980
H -0.5483 -1.0299 -1.3938
H -4.8569 -1.6186 -1.5270
O 1.3814 2.0904 1.7685
N 2.7843 -1.9103 1.5846
H -2.8814 -0.3112 -1.5085
C 1.6150 1.6940 0.4828
H -3.2380 -0.8190 2.7239
O -0.4580 2.6276 -0.3425
C -1.3216 -1.2828 1.8853
H -1.1875 1.6303 1.3089
C -0.8432 2.6314 1.0166
H -1.6640 3.3444 1.1033
H 0.0675 3.0559 2.9470
C -5.7151 -1.0117 -1.2317
H -0.8602 -1.5479 2.8236
H 4.8774 -1.6938 0.2589
H -7.3925 -0.0335 -2.1780
C -5.2308 0.2272 -0.4755
H 3.3905 0.6954 1.0588
C 4.0558 -1.7376 -0.4609
H -5.9201 -0.0349 -3.1489
N 2.8398 -1.8510 0.2756
H -6.0919 0.7997 -0.1183
H 4.2012 -2.6079 -1.1090
H -6.3267 -1.6120 -0.5556
C -1.1459 -0.9918 -0.4960
H 0.7000 4.0265 1.5817
C -2.6349 -0.8773 1.8314
C -2.4642 -0.5845 -0.5526
C 4.0764 -0.4861 -1.3657
H 2.4662 0.6333 -3.1276
H -4.6367 0.8758 -1.1312
N 1.6555 -1.7047 -0.2785
O 4.8478 -0.4207 -2.2874
C 0.3414 3.0350 1.8917
C -0.5608 -1.3414 0.7171
C 1.0743 1.6594 -1.8679
C 0.8465 -1.6559 0.7765
N 1.5522 -1.8013 1.9206
C -6.5242 -0.6236 -2.4618
H 0.4045 1.9470 -2.6620
C -3.2243 -0.5169 0.6139
C 3.0293 0.5123 -1.0686
```

Values from the calculation:
HOMO energy = -8.312 eV
LUMO energy = 0.5 eV
SMILES string = CCCOc1ccc(-c2nnn(CC(=O)c3ccc4c(c3)OCCO4)n2)cc1
Total charge = 0
ΔE to the lowest compared entry with this formula, charge and spin = 329.6 kJ/mol
2S+1 = 1
HOMO-LUMO gap = 8.765 eV


# 6
A molecular structure, C4H4N2O2 in a non-equilibrium geometry. Source: OMol25; level of theory: the ωB97M-V functional and the def2-TZVPD basis.

Structure (XYZ):
```
12
C4H4N2O2 the ωB97M-V functional and the def2-TZVPD basis
H -1.9236 0.1982 -1.6137
C -1.3288 0.2537 -0.4078
O -1.9732 -0.1864 0.5305
C 0.3410 0.9859 -1.4859
N 0.6966 -1.1928 0.6637
O 0.7005 0.2525 0.8034
C -0.0299 0.9553 -0.1419
H -0.4105 2.0748 0.0662
C 1.0179 -1.5775 1.9658
H 1.2455 -0.7595 2.7014
H 1.3435 -2.5120 2.1954
N 0.7213 0.7307 -2.6067
```

Values from the calculation:
HOMO energy = -10.241 eV
LUMO energy = 0.0 eV
Total charge = 0
ΔE to the lowest compared entry with this formula, charge and spin = 651.4 kJ/mol
2S+1 = 1
HOMO-LUMO gap = 10.228 eV


What are the molar mass values for these records? In order: 508.15 666.36 935.12 84.96 380.40 112.09 g/mol.
What are the electronic energy values for these records? In order: -3010.5861 -7614.7184 -3971.3109 -239.1969 -1294.0695 -414.5981 Ha.